No. 1
The following is a DFT calculation (ωB97M-V with the def2-TZVPD basis set) of 4 unconnected molecules or ions with the total composition C4H17N2O2.

The geometry in ORCA input format:
```
! RIJCOSX wB97M-V def2-TZVPD def2/J DEFGRID3
* xyz 1 1
C -2.095 0.115 0.619
N -2.148 0.438 2.163
C -1.236 -1.135 0.385
N -0.742 -1.135 -1.046
C 5.625 0.745 -2.856
C -2.014 -2.399 0.698
H -3.251 0.034 0.176
H -1.760 1.046 0.058
H -2.875 1.070 2.428
H -1.388 1.046 2.349
H -0.468 -1.074 1.188
H -0.305 -1.950 -1.439
H 4.751 0.891 -3.561
H 5.983 -0.222 -2.666
H 6.303 1.419 -3.265
H 5.224 1.223 -1.941
H -2.688 -2.501 1.593
H -2.663 -2.638 -0.163
H -1.280 -3.236 0.712
H 1.193 1.895 1.912
H 0.669 1.434 0.438
O 0.371 1.652 1.345
H 1.018 1.766 -1.364
H -0.083 -0.300 -1.127
O 0.901 0.975 -0.872
*
```

Properties
Relative energy (zero: lowest compared OMol25 entry of this formula, charge and spin) in kcal per mole: 230.9
E_HOMO in eV: -14.60
Electronic energy in hartree: -422.0247
Kohn-Sham gap in eV: 4.440
LUMO in eV: -10.2

***

No. 2
The following is a DFT calculation (ωB97M-V with the def2-TZVPD basis set) of 3 unconnected molecules or ions with the total composition C4H17N2O2.

The geometry in ORCA input format:
```
! RIJCOSX wB97M-V def2-TZVPD def2/J DEFGRID3
* xyz 1 1
N -1.849 0.785 -0.626
C -1.287 -0.554 0.176
C 0.137 -0.277 0.696
N 1.122 0.188 -0.299
C 1.614 -0.820 -1.158
C 2.246 0.835 0.416
H -2.029 1.543 -0.076
H -2.508 0.329 -1.207
H -0.969 0.962 -1.294
H -1.201 -1.433 -0.513
H -2.048 -0.672 1.054
H 0.459 -1.211 1.202
H 0.143 0.475 1.445
H 2.420 -1.231 -0.629
H 1.874 -0.396 -2.013
H 0.784 -1.632 -1.223
H 2.777 -0.032 0.978
H 2.026 1.695 1.083
H 3.058 1.317 -0.039
H -2.907 -2.621 1.958
H -2.026 -3.728 1.138
O -2.146 -2.811 1.409
H -0.058 3.861 -1.004
H 0.601 2.533 -0.648
O -0.236 2.894 -0.826
*
```

Properties
Relative energy (zero: lowest compared OMol25 entry of this formula, charge and spin) in kcal per mole: 77.5
E_HOMO in eV: -12.66
Electronic energy in hartree: -422.2692
Kohn-Sham gap in eV: 9.763
LUMO in eV: -2.9

***

No. 3
The following is a DFT calculation (ωB97M-V with the def2-TZVPD basis set) of 3 unconnected molecules or ions with the total composition C4H17N2O2.

The geometry in ORCA input format:
```
! RIJCOSX wB97M-V def2-TZVPD def2/J DEFGRID3
* xyz 1 1
C 1.531 -0.428 -1.506
C 1.861 -1.138 -0.161
C 0.693 -1.529 0.749
C -1.634 -1.025 1.241
N -0.300 -0.429 0.742
N 0.423 0.526 -1.603
H 1.180 -1.294 -2.230
H 2.563 0.100 -1.761
H 2.650 -1.923 -0.175
H 2.429 -0.312 0.535
H 1.072 -1.956 1.824
H 0.000 -2.381 0.340
H -1.973 -1.834 0.574
H -2.464 -0.214 1.055
H -1.488 -1.347 2.273
H -0.042 0.338 1.388
H -0.453 0.054 -0.231
H 0.603 1.418 -1.651
H -0.136 0.276 -2.429
H 1.783 1.967 2.860
H 0.405 2.694 3.305
O 0.854 1.955 3.114
H -3.013 1.038 -3.599
H -3.629 1.323 -2.263
O -2.736 1.307 -2.579
*
```

Properties
Relative energy (zero: lowest compared OMol25 entry of this formula, charge and spin) in kcal per mole: 75.1
E_HOMO in eV: -13.59
Electronic energy in hartree: -422.2730
Kohn-Sham gap in eV: 11.013
LUMO in eV: -2.6

***

No. 4
The following is a DFT calculation (ωB97M-V with the def2-TZVPD basis set) of 3 unconnected molecules or ions with the total composition C4H17N2O2.

The geometry in ORCA input format:
```
! RIJCOSX wB97M-V def2-TZVPD def2/J DEFGRID3
* xyz 1 1
C -0.410 0.767 1.441
N -1.490 0.131 2.228
C -0.616 0.414 -0.027
N -1.099 -1.009 -0.136
C -0.161 -2.089 0.373
C 1.079 -2.195 -0.516
H -0.499 1.846 1.561
H 0.618 0.513 1.692
H -2.308 0.713 2.134
H -1.195 0.059 3.189
H -1.450 0.995 -0.439
H 0.209 0.652 -0.694
H -1.997 -1.026 0.338
H -1.142 -1.230 -1.128
H -0.729 -3.007 0.233
H 0.007 -1.913 1.428
H 1.209 -1.328 -1.164
H 1.985 -2.278 0.080
H 1.030 -3.080 -1.146
H -0.428 3.101 -1.463
H 0.430 4.122 -0.604
O -0.276 3.474 -0.597
H 2.153 0.773 -2.993
H 2.985 0.928 -1.758
O 2.096 0.667 -2.033
*
```

Properties
Relative energy (zero: lowest compared OMol25 entry of this formula, charge and spin) in kcal per mole: 26.1
E_HOMO in eV: -13.59
Electronic energy in hartree: -422.3511
Kohn-Sham gap in eV: 10.839
LUMO in eV: -2.8

***

No. 5
The following is a DFT calculation (ωB97M-V with the def2-TZVPD basis set) of 3 unconnected molecules or ions with the total composition C4H17N2O2.

The geometry in ORCA input format:
```
! RIJCOSX wB97M-V def2-TZVPD def2/J DEFGRID3
* xyz 1 1
C -0.805 0.324 -0.117
N 0.113 -0.527 0.670
C 0.049 -0.320 2.124
C 0.064 1.557 -0.792
N 1.532 1.289 -0.872
C 1.859 0.905 -2.251
H -1.194 -0.183 -1.012
H -1.634 0.641 0.599
H -0.008 -1.443 0.472
H -0.953 -0.380 2.611
H 0.809 -0.966 2.521
H 0.198 0.710 2.491
H -0.439 1.735 -1.784
H -0.110 2.469 -0.210
H 1.670 0.597 0.045
H 2.015 2.183 -0.706
H 1.156 -0.049 -2.364
H 1.704 1.716 -3.089
H 2.941 0.857 -2.239
H 1.680 -3.314 -0.167
H 0.282 -3.959 0.375
O 0.749 -3.354 -0.171
H -3.879 0.525 1.656
H -4.302 -0.757 1.038
O -3.496 -0.259 1.172
*
```

Properties
Relative energy (zero: lowest compared OMol25 entry of this formula, charge and spin) in kcal per mole: 74.4
E_HOMO in eV: -12.92
Electronic energy in hartree: -422.2741
Kohn-Sham gap in eV: 10.106
LUMO in eV: -2.8

***

No. 6
The following is a DFT calculation (ωB97M-V with the def2-TZVPD basis set) of 5 unconnected molecules or ions with the total composition C4H17N2O6.

The geometry in ORCA input format:
```
! RIJCOSX wB97M-V def2-TZVPD def2/J DEFGRID3
* xyz -1 1
O -1.727 -0.981 -1.543
C -0.844 -1.354 -0.783
O 0.088 -2.125 -0.890
C -0.994 -0.476 0.642
C -1.430 0.929 0.379
C -2.934 1.003 0.286
N -3.723 -0.153 -0.516
N 0.523 -0.282 1.208
H -1.573 -1.145 1.348
H -1.039 1.439 -0.600
H -0.987 1.568 1.163
H -3.551 1.022 1.210
H -3.292 2.059 -0.005
H -3.394 -0.969 -0.164
H -3.514 0.028 -1.556
H 1.182 -0.428 0.356
H 0.769 -1.024 1.855
H 2.097 -1.534 -3.055
H 0.739 -1.603 -2.809
O 1.306 -0.940 -3.125
H 2.560 0.416 -1.052
H 1.422 1.531 -1.335
O 2.371 1.369 -0.998
H 2.910 -1.695 0.755
H 3.702 -0.406 0.255
O 3.700 -1.086 1.013
H 2.349 2.114 2.245
H 1.183 1.211 2.804
O 2.098 1.513 2.909
*
```

Properties
Relative energy (zero: lowest compared OMol25 entry of this formula, charge and spin) in kcal per mole: 100.1
E_HOMO in eV: -4.48
Electronic energy in hartree: -723.5378
Kohn-Sham gap in eV: 7.606
LUMO in eV: 3.1